{"formula": "C8H6N2O", "method": "wB97M-V/def2-TZVPD", "elements": ["C", "C", "C", "C", "C", "N", "C", "C", "O", "N", "C", "H", "H", "H", "H", "H", "H"], "positions_angstrom": [[-3.144, -0.062, 0.001], [-2.585, 1.210, -0.183], [-1.147, 1.146, -0.313], [-0.448, -0.025, -0.057], [1.033, -0.082, -0.098], [1.814, -0.418, -1.082], [3.044, -0.234, -0.612], [3.035, 0.260, 0.645], [1.720, 0.347, 0.990], [-1.101, -1.195, 0.170], [-2.457, -1.195, 0.315], [-4.401, 0.069, 0.086], [-3.132, 2.115, -0.257], [-0.363, 2.046, -0.335], [4.007, -0.302, -1.163], [3.815, 0.610, 1.586], [-2.681, -2.132, 0.362]], "orbital_gap_ev": 9.82, "total_charge": 0, "smiles": "c1ccc(-c2ncco2)nc1", "e_homo_ev": -9.306, "lumo_ev": 0.51}